(1)
82
Properties=species:S:1:pos:R:3:forces:R:3 method="wB97M-V/def2-TZVPD" largest_force_ha_per_bohr=0.0259 charge=+2 orbital_gap_ha=0.3135 lumo_ev=-7.06
Mo 0.71049 0.12520 1.41402 -0.35 0.22 -1.26
P 0.08068 -1.68995 -0.26865 -0.25 0.25 0.20
Si -1.28458 -0.50748 2.78048 0.59 0.36 -0.10
F 4.56672 -1.70822 0.41506 -0.01 -0.04 -0.06
F 3.24250 1.12611 3.94073 -0.07 0.03 0.08
F 5.58551 0.17053 0.74286 0.05 -0.05 -0.02
F 5.19659 1.34386 3.04357 -0.01 0.03 0.04
F 3.42132 1.99796 1.97687 -0.04 0.14 -0.09
F 3.62115 0.14015 -0.15822 -0.08 0.14 -0.14
O 2.34604 -0.49130 1.98951 0.82 -0.18 0.33
N 0.27000 1.32639 0.28019 0.39 -0.21 0.17
C 3.74948 -0.34719 2.17522 -0.23 0.24 -0.16
C 1.64311 -2.45009 -0.79658 0.08 -0.03 -0.05
C -1.56770 -2.72969 4.51612 -0.04 0.04 0.14
C -3.51247 1.14085 3.13998 -0.16 -0.04 -0.10
C -0.98205 -3.06568 0.22310 0.07 -0.11 0.24
C 3.93566 1.05994 2.79516 0.00 -0.18 -0.09
C -3.02269 -0.05893 2.29583 -0.16 0.43 -0.12
C -3.95987 -1.26144 2.49381 -0.10 0.01 0.09
C 0.52927 3.72430 0.34997 -0.02 -0.06 0.13
C -0.07483 1.38245 3.02514 -0.72 -0.38 -0.07
C -0.68751 -0.89929 -1.72368 -0.04 -0.12 -0.08
C 0.56650 -1.45036 4.67437 0.03 -0.03 0.10
C -1.57860 -0.47653 5.57348 0.06 -0.17 0.08
C -1.55210 -1.79276 -2.61762 0.01 0.05 -0.03
C 0.38021 2.52143 -0.58643 0.00 0.04 -0.03
C 1.62540 2.38957 -1.46074 0.07 -0.15 0.10
C 4.29689 -1.40230 3.10336 0.08 -0.09 0.09
C -0.94480 -1.31893 4.44258 -0.06 -0.32 0.10
C 4.40901 -0.43029 0.76828 -0.02 -0.04 0.24
C -3.03815 0.37098 0.82523 -0.19 -0.07 -0.08
C -0.87218 2.68686 -1.44580 -0.06 -0.16 0.04
C 1.49122 -3.65710 -1.72812 0.09 0.00 -0.01
C -0.35468 -3.88175 1.35477 0.03 -0.07 -0.06
H 2.48447 -3.96406 -2.05516 -0.03 -0.03 0.00
H -0.28962 1.01640 4.03023 0.19 0.28 0.22
H -1.78039 2.62117 -0.84632 0.01 0.06 -0.03
H 1.37449 3.59682 1.02892 -0.01 0.02 -0.03
H 0.10090 -3.24337 2.11806 -0.03 0.01 -0.01
H 1.06253 -2.00244 3.87144 0.00 0.00 0.02
H -1.12264 -3.42881 3.81474 0.04 -0.01 -0.01
H 1.06979 -0.48786 4.79743 -0.01 -0.02 -0.03
H -1.26143 -0.91612 6.52490 -0.03 0.05 -0.05
H 2.52936 2.36947 -0.85098 -0.01 0.01 -0.03
H -0.88065 2.04254 2.71389 0.16 0.17 0.03
H -0.84722 3.67293 -1.90957 0.01 -0.03 -0.01
H -4.54011 1.36477 2.83661 0.06 0.02 0.02
H -1.38336 -3.11940 5.52152 -0.02 -0.01 -0.05
H -1.13008 -3.68407 -0.66305 -0.07 -0.03 0.00
H 0.71642 4.60531 -0.26352 -0.02 0.02 0.04
H -1.10106 -4.50789 1.84048 0.01 -0.02 -0.03
H 1.68024 3.24690 -2.13124 -0.01 -0.02 0.00
H -2.36706 -2.25895 -2.06290 0.01 0.03 -0.01
H -2.75863 -0.44342 0.15191 -0.04 0.00 0.04
H -4.15778 -1.45312 3.54808 -0.01 0.01 -0.01
H -2.91932 2.04243 2.96778 -0.10 -0.06 -0.02
H -2.66588 -0.51631 5.55047 -0.04 -0.01 -0.02
H -2.00258 -1.17525 -3.39451 0.01 -0.02 0.00
H 1.58939 1.48292 -2.06763 0.00 0.03 -0.02
H 0.85658 1.96200 3.07282 -0.02 -0.12 0.13
H 0.14032 -0.45566 -2.28362 0.00 0.01 -0.02
H -1.96051 -2.66514 0.49782 -0.01 0.02 0.00
H 5.37603 -1.28022 3.19738 0.00 -0.03 0.02
H 4.09089 -2.39256 2.70712 -0.01 -0.02 0.00
H 0.42951 -4.54003 0.98081 0.00 0.04 0.00
H -0.98323 -2.57456 -3.11611 0.00 -0.01 0.04
H -3.59312 -2.19000 2.04602 0.01 0.06 -0.02
H 3.84412 -1.30030 4.08690 0.01 0.00 0.01
H -3.52776 0.94084 4.20701 0.01 -0.04 0.08
H -4.91565 -1.02554 2.01807 0.02 -0.04 0.03
H -4.05170 0.68284 0.55530 0.05 -0.02 0.01
H 1.03439 -4.51180 -1.22908 -0.01 0.05 -0.01
H 2.21807 -1.66020 -1.28598 0.03 0.01 0.04
H -1.28263 -0.07425 -1.34356 -0.01 0.05 0.02
H -2.36987 1.21059 0.64110 0.01 0.01 0.00
H -0.37965 3.90119 0.92760 0.02 -0.01 0.00
H 0.72619 -2.01518 5.59754 0.01 0.05 -0.03
H -1.27337 0.57055 5.58647 0.00 0.00 0.05
H -0.91809 1.94419 -2.24279 0.00 0.03 0.02
H -2.64565 -2.72716 4.36389 0.02 0.01 0.02
H 0.91242 -3.42692 -2.62062 0.03 0.02 0.01
H 2.19369 -2.72629 0.10405 0.03 -0.01 0.01



(2)
86
Properties=species:S:1:pos:R:3:forces:R:3 method="wB97M-V/def2-TZVPD" largest_force_ha_per_bohr=0.0098 charge=-1 de_lowest_kcal_mol=0.0 orbital_gap_ha="0.2811 / 0.3095" lumo_ev="2.02 / 2.00" spin_multiplicity=3
S -5.45840 2.67424 -1.96277 -0.01 0.05 -0.20
S -2.90977 3.67663 -1.40721 -0.16 0.05 0.03
S -5.37165 -0.18935 -0.79434 -0.04 -0.20 -0.25
O 1.89014 -3.50270 -2.21107 -0.26 -0.05 -0.03
O -2.01179 3.50455 -0.28710 0.01 0.17 0.01
O -6.30199 0.18752 0.22367 0.03 0.05 0.15
O -6.72349 2.93412 -1.33679 -0.06 0.10 -0.03
O -0.02489 -0.08619 -1.67556 0.05 -0.09 0.20
O -3.15948 5.01837 -1.87517 0.13 0.05 0.07
O -3.99609 -0.48356 -0.50646 0.01 0.07 0.09
O 1.14483 2.64237 3.97949 0.12 -0.17 -0.09
O -5.24958 3.13569 -3.31972 -0.08 -0.02 0.04
N -0.11318 2.78122 4.14726 0.02 0.35 0.24
N 2.61922 -4.41524 -2.72478 0.46 0.16 0.15
N -4.27491 2.94749 -0.98901 0.25 -0.37 0.03
C -0.85182 2.06354 -2.45908 0.02 0.00 -0.06
C -2.18618 3.68821 3.01206 0.04 -0.05 0.05
C 0.35227 1.44466 6.14078 -0.03 0.02 0.10
C -0.48707 -1.19951 -2.40789 -0.02 0.08 -0.19
C 2.11192 -5.54060 -0.61826 0.06 -0.03 0.05
C -0.97988 0.94010 -1.43016 -0.19 -0.06 -0.07
C 5.44746 -4.35858 -2.20455 -0.02 -0.03 -0.02
C -0.42189 3.82022 6.34672 -0.01 0.05 0.04
C 2.78016 -2.77904 -4.53301 0.09 0.03 -0.04
C -2.13625 2.81208 -2.79603 -0.05 0.02 -0.05
C 4.45294 -4.80162 -1.13530 0.05 0.00 0.04
C 3.51652 -3.91043 -3.82151 -0.13 -0.06 -0.09
C -0.55287 5.18754 4.23879 0.00 0.08 0.02
C -5.49509 0.86467 -2.21321 0.00 0.20 0.08
C -1.99366 1.97192 5.61172 0.04 -0.01 -0.05
C 3.40640 -6.77783 -2.32144 -0.04 0.02 -0.02
C -0.71533 3.92820 3.38001 -0.16 -0.15 -0.16
C 0.04826 4.06568 2.07015 0.09 0.10 -0.09
C 3.16182 -5.39149 -1.71544 -0.14 -0.07 -0.07
C -0.56373 2.51406 5.55329 -0.05 -0.14 -0.08
C -1.07656 5.01775 5.66294 -0.02 -0.04 -0.02
C 4.79946 -3.37417 -3.17345 0.05 0.03 0.01
C 3.82096 -4.99039 -4.86149 -0.06 -0.01 0.03
H -4.70108 0.57035 -2.89940 -0.04 0.01 0.02
H 2.89353 -5.39937 -5.26536 0.01 -0.01 0.01
H 1.81320 -3.12047 -4.90362 0.00 -0.01 0.00
H -1.06948 6.00612 3.73092 0.01 0.03 0.03
H 4.37497 -4.52908 -5.68039 -0.03 0.00 -0.01
H 4.42274 -5.81074 -4.48726 0.04 0.00 0.01
H 5.49440 -3.10086 -3.97221 0.03 0.02 0.03
H 0.34292 0.54854 5.52015 -0.01 0.00 0.00
H -0.08065 2.76932 -2.14261 -0.03 -0.03 -0.03
H 1.93767 -4.60377 -0.09814 -0.01 0.01 -0.02
H -2.16415 4.90670 5.65959 0.00 -0.02 -0.02
H -1.93987 3.61234 -3.50946 0.00 -0.04 -0.01
H 5.84676 -5.22256 -2.74394 -0.02 -0.01 -0.01
H 3.38572 -2.45504 -5.38241 -0.02 0.00 0.01
H 1.37851 1.79186 6.21991 0.01 0.00 -0.02
H 4.18808 -3.93890 -0.51708 -0.04 0.00 -0.02
H -0.81048 1.30994 -0.42076 0.02 0.03 -0.06
H -1.99283 0.52096 -1.44582 0.06 0.02 0.03
H -1.55986 -1.12265 -2.61894 0.04 -0.02 0.03
H -0.30278 -2.12135 -1.85062 0.01 0.08 0.01
H 0.05052 -1.27444 -3.36181 -0.05 -0.01 0.04
H -2.44616 4.34548 2.18365 0.01 -0.04 -0.01
H -0.86344 5.92164 6.23858 -0.03 0.01 0.01
H -0.41741 4.85937 1.48577 0.00 -0.03 -0.01
H -0.01593 1.18584 7.13650 0.02 -0.01 -0.01
H 1.16306 -5.87919 -1.03577 0.00 -0.01 0.00
H -0.50869 1.60730 -3.39527 0.03 0.03 0.05
H -5.87547 -1.30963 -1.38381 0.00 -0.06 0.06
H -2.21370 1.69554 6.64476 0.01 -0.03 -0.01
H 6.30188 -3.87907 -1.72288 0.02 -0.02 -0.01
H 3.46084 -7.50310 -1.50864 -0.01 0.00 -0.01
H -6.48491 0.67462 -2.63288 0.09 -0.03 -0.09
H 1.10078 4.29694 2.21680 -0.01 -0.03 0.10
H 4.55084 -2.45547 -2.63425 -0.05 -0.02 0.00
H 4.89967 -5.54864 -0.47287 0.03 0.03 0.01
H 0.64560 4.02523 6.47717 0.01 -0.03 -0.04
H -2.87726 2.15843 -3.25636 -0.05 0.00 0.09
H -2.33947 2.66779 2.66139 -0.01 0.01 -0.01
H 2.58354 -7.06397 -2.97763 0.00 0.00 0.00
H -2.74761 2.68175 5.29572 -0.02 0.04 0.01
H -0.84440 3.66117 7.34343 0.01 0.04 0.02
H 2.61056 -1.93158 -3.87521 -0.02 -0.01 0.01
H -2.08561 1.08052 4.99003 -0.01 0.01 -0.01
H -2.88104 3.89298 3.82227 -0.01 0.01 0.03
H 0.51010 5.44810 4.27636 0.01 -0.05 -0.01
H -0.03206 3.15046 1.48525 -0.01 0.01 -0.01
H 2.46524 -6.28510 0.09814 -0.01 0.01 -0.01
H 4.33640 -6.85447 -2.87707 0.02 0.01 0.00



(3)
94
Properties=species:S:1:pos:R:3:forces:R:3 method="wB97M-V/def2-TZVPD" largest_force_ha_per_bohr=0.1289 charge=0 de_lowest_kcal_mol=0.0 orbital_gap_ha=0.3126 lumo_ev=0.33
Zr 0.25245 0.55757 1.22087 0.37 -0.90 -0.98
O 4.03534 -1.64214 -1.68257 -0.98 1.73 0.17
O -0.68806 -1.27210 0.37189 0.00 0.52 0.28
O -3.23938 -0.05470 -3.63755 1.68 0.02 -2.48
O 0.78241 -2.15322 -4.59319 0.19 -0.49 -1.16
O -2.19788 0.90072 1.54438 0.54 0.58 -0.19
O -0.41033 1.56349 -0.73439 0.37 -1.49 2.73
O -4.29713 0.76282 2.34672 0.39 1.49 -0.99
O 3.33075 4.03589 0.48384 0.58 -1.71 -0.15
O 2.18466 2.00493 0.38466 3.45 2.14 -0.02
O 2.12802 -0.22423 -1.17033 5.13 -2.03 -3.67
O -0.47446 -2.14509 4.99530 -0.65 0.75 0.38
O -3.90976 2.42212 1.07212 0.97 -0.01 1.13
O 3.62037 0.08214 -2.99109 -0.35 -1.43 1.90
O -4.90584 0.86257 -2.63657 -0.17 0.98 0.90
O 2.07697 -0.53404 1.91828 -2.19 0.90 0.15
O -4.75879 1.29003 -4.83071 2.77 -2.04 3.54
O -1.58758 -0.25361 5.31161 0.39 -1.75 -0.11
O 1.80689 -2.91938 -6.29492 0.52 0.60 -1.67
O -0.69733 -0.70404 3.21652 -1.27 -1.46 3.91
O 0.46038 -4.36323 -5.14436 0.69 2.35 -0.98
O 0.28270 2.16394 2.77529 -0.37 -2.18 -1.47
O 4.52597 2.08734 0.40079 -3.97 -0.07 -0.18
C 3.12613 1.38446 -3.29448 0.92 0.10 -0.23
C -0.37676 2.13255 -2.03448 0.54 -0.64 2.37
C -3.13719 3.34551 0.23977 -0.25 -1.83 -1.03
C -4.16791 0.19771 -1.60052 -2.24 -1.21 0.70
C -5.26579 -0.48082 -0.77863 -0.07 -0.16 0.65
C 3.29642 -0.76677 2.59652 -0.55 1.08 -1.02
C -3.21684 -0.72827 -2.41935 -1.69 1.67 2.77
C -3.30553 1.34869 1.64000 -1.72 0.22 0.09
C 0.52978 -2.95794 4.42760 -0.39 -1.49 -1.33
C 1.92596 -3.76622 -7.42761 -0.67 -1.38 -0.77
C -4.27867 0.76723 -3.78704 -2.77 1.34 -3.50
C 0.90893 2.66895 3.94125 0.73 -0.47 -1.71
C 0.93750 -3.24438 -5.37976 -1.34 -1.78 3.03
C 3.74139 -2.75840 -0.80900 -1.44 -0.55 -0.86
C 2.21089 4.85723 0.74095 -2.12 -0.13 1.13
C -4.18357 -0.43255 3.02595 -0.38 -1.47 1.82
C -0.09104 -2.12593 -3.45644 0.44 0.02 -0.28
C -0.97173 -1.08319 4.39085 2.13 2.78 -1.54
C -2.15256 -0.82429 6.59046 -1.47 1.26 -1.07
C 5.71772 2.78747 0.59902 1.19 1.21 -0.41
C 3.16093 -0.57000 -1.87906 -2.81 0.50 2.32
C -1.18472 -2.62010 0.41262 1.76 0.65 1.08
C 3.24087 2.66079 0.38825 -0.57 -0.23 1.37
H 2.46775 5.90617 0.88878 0.59 -0.13 -1.22
H -3.16204 -1.07220 6.26243 0.08 -0.88 0.24
H -0.37138 -3.33729 0.30212 0.67 0.04 -0.06
H 2.32780 1.31111 -4.03298 -0.32 0.16 0.52
H 3.53000 -2.60009 0.24852 0.26 0.83 -0.20
H 1.69922 4.72632 1.69445 0.68 -1.07 0.71
H -1.87573 -3.03366 -0.32194 -0.58 1.14 -0.52
H 3.84138 -1.55660 2.07952 0.28 0.03 -0.05
H -2.38657 0.01428 7.24632 0.72 0.43 -0.30
H 0.50483 1.74835 -2.54761 -0.09 0.16 -0.42
H -2.07840 3.30848 0.49608 -0.14 0.24 0.00
H 4.49863 -3.53307 -0.92973 0.50 0.66 -0.08
H 2.38678 -4.72017 -7.17123 0.43 0.25 0.08
H -1.11000 -1.90035 -3.77098 0.05 -0.08 -0.05
H 5.61333 3.86313 0.74099 -0.36 -0.12 0.02
H -3.70647 -1.70013 -2.48129 0.52 -0.20 -0.23
H 1.53866 -2.55928 4.32112 -0.22 0.52 0.70
H -2.30710 -0.65902 -1.82297 0.71 -0.56 -0.89
H -5.87082 -1.22421 -1.29767 0.29 -0.03 -0.32
H 3.86664 0.16213 2.60604 0.51 0.10 -0.40
H -4.01004 -1.34472 2.45504 -0.12 0.31 -0.60
H 0.25881 -3.24616 3.41192 -0.20 0.11 -0.11
H 2.95899 1.96838 -2.38938 -0.67 -0.22 -0.13
H 0.43861 -3.85827 5.03521 0.66 0.08 -0.02
H 6.31888 2.64984 -0.29974 0.07 -0.05 0.00
H -0.05336 -3.06355 -2.90188 0.03 0.10 0.02
H -5.96255 0.27420 -0.41452 0.02 0.22 -0.17
H -0.28012 3.19543 -1.81302 -0.09 0.44 -0.96
H 3.97960 1.84638 -3.79078 -0.06 0.09 -0.14
H 6.29148 2.40400 1.44273 -0.40 -0.34 0.08
H -3.50281 -0.50186 3.87440 0.70 0.82 -0.37
H -3.60329 4.32433 0.12680 -0.04 -0.14 0.99
H -3.76708 0.91604 -0.88537 0.83 0.12 -0.74
H 2.37851 -3.29816 -8.30180 0.68 0.51 0.79
H 1.09865 3.71681 3.70865 -0.24 0.41 0.75
H 1.33640 4.62971 0.13136 0.51 0.39 -0.98
H 3.32066 -1.01447 3.65772 -1.01 -0.40 0.37
H 1.90452 2.23919 4.05168 0.33 -0.27 0.03
H 0.42942 2.48409 4.90250 -0.66 0.20 -0.17
H 0.33792 -1.28434 -2.91255 -0.43 -0.22 0.50
H 0.97531 -4.06977 -7.86603 -0.57 0.19 0.61
H -1.56936 -2.88713 1.39693 -0.45 0.28 0.31
H -1.68698 -1.57872 7.22463 0.63 -0.12 -1.03
H -4.88867 -0.92765 0.14128 0.33 -0.21 -0.10
H -5.13480 -0.47739 3.55627 -0.28 -0.47 -0.38
H -3.31703 2.86191 -0.72038 0.81 0.45 -0.48
H 2.85714 -3.23494 -1.23222 -0.31 0.03 0.18
H -1.29975 1.87346 -2.55318 -0.01 0.22 -0.36